[1]
Formula: C9H11BrNO4Zn
Source: the OMol25 dataset
Level of theory: ωB97M-V/def2-TZVPD

Its HOMO-LUMO gap is 9.080 eV. The charge is +1. The energy relative to the best compared isomer or geometry (same formula, charge and spin) comes out at 0.3019 eV.

Structure (XYZ):
```
27
C9H11BrNO4Zn (ωB97M-V/def2-TZVPD)
Zn -0.256 0.812 -1.284
C 0.686 2.534 1.770
C -0.667 2.157 1.167
C -1.812 2.306 2.157
O -0.636 0.768 0.709
C -0.880 3.073 -0.074
O -1.243 4.203 0.048
O -0.603 2.537 -1.242
H 0.925 1.917 2.632
H 0.639 3.572 2.082
H 1.486 2.427 1.037
H -1.624 1.713 3.052
H -2.747 1.985 1.701
H -1.913 3.347 2.444
H -1.030 0.234 1.414
O 0.996 -5.058 -1.166
C 0.917 -3.762 -1.353
C 2.015 -2.886 -1.375
C 1.801 -1.534 -1.510
N 0.580 -0.997 -1.627
C -0.462 -1.840 -1.674
Br -2.139 -0.983 -1.945
C -0.362 -3.199 -1.541
H 1.902 -5.389 -1.058
H 3.025 -3.253 -1.271
H 2.629 -0.842 -1.528
H -1.226 -3.842 -1.567
```

[2]
Formula: C9H11Cl2NO2
Source: the OMol25 dataset
Level of theory: ωB97M-V/def2-TZVPD

Its HOMO-LUMO gap is 9.770 eV. The SMILES is C[C@@H](N)[C@@H]1C=C(Cl)CC=C1Cl.O=C=O. The charge is 0. The energy relative to the best compared isomer or geometry (same formula, charge and spin) comes out at 0.0000 eV.

Structure (XYZ):
```
25
C9H11Cl2NO2 (ωB97M-V/def2-TZVPD)
C -0.422 -0.511 1.154
C 0.850 -1.202 1.314
C -1.257 -2.340 -0.286
C -1.509 -1.301 0.480
C -6.064 -0.582 -0.370
C 0.226 -2.718 -0.456
C 1.208 -1.905 0.236
C 0.673 1.932 0.844
C -0.237 0.831 0.246
N 0.233 0.506 -1.072
O -5.999 -1.681 -0.720
O -5.991 0.469 0.053
Cl -3.169 -0.623 0.690
Cl 2.781 -2.604 0.048
H -0.701 -0.173 2.115
H 1.674 -0.819 1.854
H -1.875 -3.164 -0.674
H 0.460 -3.737 -0.146
H 0.328 -2.646 -1.497
H 0.570 2.239 1.888
H 1.795 1.624 0.852
H 0.636 2.925 0.307
H -1.291 1.348 -0.023
H 1.128 0.144 -1.048
H -0.414 -0.098 -1.465
```

[3]
Formula: C9H11ClNS
Source: the OMol25 dataset
Level of theory: ωB97M-V/def2-TZVPD

Its HOMO-LUMO gap is 5.841 eV. The charge is +1.

Structure (XYZ):
```
23
C9H11ClNS (ωB97M-V/def2-TZVPD)
C -3.214 -0.621 2.702
C -1.926 -1.164 3.064
C -3.329 0.382 1.815
C -0.793 -0.538 2.631
C -2.225 0.849 1.195
C -0.953 0.438 1.556
C 1.514 -0.587 -1.172
C 2.482 -0.698 -3.301
C 2.341 1.367 -1.866
N 2.154 -0.031 -2.101
S 0.456 1.192 1.012
Cl 1.069 -2.154 -1.063
H -4.200 -0.916 3.285
H -2.014 -1.965 3.798
H -4.238 0.942 1.642
H 0.245 -0.825 2.935
H -2.377 1.635 0.410
H 3.506 -1.302 -3.380
H 2.544 0.198 -4.056
H 1.714 -1.333 -3.677
H 2.261 1.424 -0.867
H 1.623 2.014 -2.387
H 3.359 1.695 -2.174
```

[4]
Formula: C9H11FN2O3
Source: the OMol25 dataset
Level of theory: ωB97M-V/def2-TZVPD

Its HOMO-LUMO gap (spin up / spin down) is 7.703 / 7.703 eV. The charge is 0. The energy relative to the best compared isomer or geometry (same formula, charge and spin) comes out at 0.1157 eV.

Structure (XYZ):
```
26
C9H11FN2O3 (ωB97M-V/def2-TZVPD)
C 3.432 -1.461 -0.067
C 2.521 -0.477 -0.142
C 3.373 -2.598 -0.959
C 1.369 -1.529 -1.984
C -0.847 0.549 -1.380
C -1.005 0.560 0.106
C 0.643 0.601 -1.189
C -1.103 -0.677 0.925
C -1.110 1.872 0.831
N 2.302 -2.515 -1.854
N 1.490 -0.484 -1.053
O 4.125 -3.543 -0.996
O 0.503 -1.556 -2.824
O -2.421 2.094 1.314
F 1.226 1.801 -0.950
H 4.239 -1.428 0.645
H 2.560 0.394 0.495
H -1.150 -0.358 -1.893
H -1.215 1.430 -1.899
H -0.423 -0.642 1.778
H -0.913 -1.575 0.343
H -2.114 -0.741 1.335
H -0.799 2.697 0.179
H -0.481 1.882 1.729
H 2.233 -3.262 -2.537
H -3.024 2.178 0.566
```

[5]
Formula: C9H11FN3
Source: the OMol25 dataset
Level of theory: ωB97M-V/def2-TZVPD

Its HOMO-LUMO gap (spin up / spin down) is 6.590 / 6.470 eV. The charge is +1. The energy relative to the best compared isomer or geometry (same formula, charge and spin) comes out at 5.0296 eV.

Structure (XYZ):
```
24
C9H11FN3 (ωB97M-V/def2-TZVPD)
C -2.352 2.062 0.264
C -1.061 1.652 -0.122
C -3.420 1.212 0.095
C -1.836 -0.628 -0.157
C -0.727 0.289 -0.097
C -3.093 -0.146 -0.091
C 3.775 1.060 -0.227
C 1.232 -2.176 0.771
C 1.012 -1.408 -0.531
N 2.664 1.131 0.291
N 1.564 1.080 0.569
N 0.521 -0.056 -0.510
F -3.991 -1.116 -0.275
H -2.557 3.150 0.127
H -0.296 2.338 -0.235
H -4.470 1.482 0.230
H -1.710 -1.645 -0.241
H 3.714 1.244 -1.292
H 4.740 0.669 0.349
H 0.924 -3.186 0.716
H 2.331 -2.056 1.062
H 0.795 -1.642 1.601
H 0.283 -2.093 -1.176
H 1.957 -1.215 -1.121
```

[6]
Formula: C9H11IN2
Source: the OMol25 dataset
Level of theory: ωB97M-V/def2-TZVPD

Its spin multiplicity is 3. Its HOMO-LUMO gap (spin up / spin down) is 6.062 / 8.041 eV. The charge is 0.

Structure (XYZ):
```
23
C9H11IN2 (ωB97M-V/def2-TZVPD)
C -0.221 -1.555 -0.051
C -0.070 -0.230 -0.197
C -0.957 0.919 -0.106
C 1.232 0.407 -0.464
C -2.400 1.061 0.087
C 0.874 -2.507 0.172
C 2.382 -0.537 -0.576
C 2.237 -1.750 0.256
C -2.927 2.473 0.461
N 1.158 1.681 -0.449
N -0.122 2.034 -0.247
I -3.705 -0.612 0.227
H -1.176 -1.942 -0.171
H 0.786 -3.263 1.099
H 0.888 -3.137 -0.781
H 2.448 -0.676 -1.688
H 3.416 0.064 -0.265
H 2.432 -1.437 1.258
H 3.026 -2.505 0.055
H -2.055 3.240 0.147
H -3.856 2.679 -0.089
H -3.092 2.551 1.537
H -0.299 3.043 -0.216
```

[7]
Formula: C9H11N2O
Source: the OMol25 dataset
Level of theory: ωB97M-V/def2-TZVPD

Its HOMO-LUMO gap (spin up / spin down) is 7.259 / 7.257 eV. The SMILES is C[NH2+][C@@H]1N=c2ccccc2=CO1. The charge is +1. The energy relative to the best compared isomer or geometry (same formula, charge and spin) comes out at 2.9240 eV.

Structure (XYZ):
```
23
C9H11N2O (ωB97M-V/def2-TZVPD)
C -3.424 -0.402 0.446
C -3.272 0.932 0.067
C -2.359 -1.265 0.376
C -2.124 1.418 -0.465
C -0.013 -1.635 -0.399
C -1.160 -0.883 -0.204
C -0.959 0.567 -0.482
C 1.363 0.133 -0.807
C 3.680 0.296 0.264
N 0.112 1.207 -0.664
N 2.233 0.411 0.552
O 1.150 -1.205 -0.883
H -4.400 -0.717 0.977
H -4.126 1.518 0.039
H -2.505 -2.299 0.808
H -2.099 2.474 -0.871
H -0.002 -2.725 -0.278
H 2.069 0.481 -1.519
H 3.825 -0.838 0.228
H 3.822 0.815 -0.694
H 4.267 0.646 1.236
H 2.044 1.350 0.959
H 1.877 -0.278 1.312
```

[8]
Formula: C9H11N2O2
Source: the OMol25 dataset
Level of theory: ωB97M-V/def2-TZVPD

Its spin multiplicity is 3. Its HOMO-LUMO gap (spin up / spin down) is 4.582 / 6.469 eV. The charge is -1.

Structure (XYZ):
```
24
C9H11N2O2 (ωB97M-V/def2-TZVPD)
C 2.166 -0.556 -0.991
C 1.081 1.454 0.595
C 0.275 0.359 0.053
C 2.400 1.620 -0.075
C 3.129 2.729 0.228
C -0.980 0.022 0.562
C -3.040 -0.547 -0.652
C -1.913 -2.315 0.822
C -1.709 -1.086 -0.078
N 0.913 -0.654 -0.680
N 2.888 0.591 -0.786
O -1.761 0.788 1.526
O 0.559 2.359 1.304
H 2.580 -1.488 -1.479
H 4.172 3.000 0.126
H 2.449 3.505 0.622
H -3.424 -1.107 -1.438
H -2.681 0.434 -0.978
H -3.862 -0.433 0.048
H -2.784 -2.917 0.368
H -0.862 -2.896 1.002
H -2.370 -1.831 1.739
H -1.099 -1.560 -0.939
H 3.874 0.528 -0.899
```

> What is the formula in the sixth record?

C9H11IN2

> Among the records above, which one has the lowest charge?

C9H11N2O2

> charge of number 6 (C9H11IN2)?

0